DFT (ωB97M-V/def2-TZVPD) results for one molecule with the formula C5H14N2 at a distorted geometry.

Structure (ORCA input):
```
! wB97M-V def2-TZVPD RIJCOSX def2/J DEFGRID3
* xyz 0 1
C 2.78 -0.20 0.48
C 1.67 0.73 0.00
C 0.21 -0.01 -0.03
C -0.02 -0.74 -1.34
N -0.62 1.14 0.22
N -1.86 0.68 0.96
C -2.87 -0.22 0.43
H 2.87 -1.08 -0.15
H 3.74 0.32 0.48
H 2.58 -0.52 1.50
H 1.88 1.05 -1.02
H 1.67 1.64 0.60
H 0.18 -0.70 0.82
H 0.80 -1.43 -1.54
H -0.06 -0.03 -2.17
H -0.94 -1.32 -1.33
H -0.94 1.55 -0.65
H -1.62 0.47 1.92
H -3.03 0.00 -0.63
H -3.81 -0.04 0.96
H -2.61 -1.29 0.53
*
```

Values from the calculation:
* frontier orbital gap: 0.347 Eh
* E_LUMO: 0.042 Ha
* structure (SMILES): CC[C@H](C)NNC

---

DFT (ωB97M-V/def2-TZVPD) results for one molecule with the formula C4H9NO2.

Structure (ORCA input):
```
! wB97M-V def2-TZVPD RIJCOSX def2/J DEFGRID3
* xyz 0 1
C -1.23 1.18 -0.13
C -0.38 0.16 0.62
C -0.60 -1.26 0.08
O 0.00 -2.25 0.88
N 1.02 0.64 0.62
C 1.69 0.62 -0.63
O 1.98 -0.42 0.26
H -0.98 2.20 0.18
H -2.29 1.01 0.07
H -1.08 1.11 -1.21
H -0.67 0.14 1.67
H -1.67 -1.46 0.09
H -0.27 -1.33 -0.97
H 0.95 -2.10 0.81
H 2.47 1.37 -0.76
H 1.15 0.35 -1.54
*
```

Values from the calculation:
* frontier orbital gap: 0.393 Eh
* E_LUMO: 0.035 Ha
* structure (SMILES): C[C@@H](CO)N1CO1

---

DFT (ωB97M-V/def2-TZVPD) results for a 9-piece molecular cluster, C31H53N8O13 overall at a distorted geometry.

Structure (ORCA input):
```
! wB97M-V def2-TZVPD RIJCOSX def2/J DEFGRID3
* xyz -1 1
C -0.30 0.25 0.09
O 0.11 1.22 -0.55
O 0.64 -0.49 0.62
O -1.50 0.04 0.14
H 1.68 -0.17 0.42
C 0.00 -3.14 -1.92
C -0.46 -4.57 -1.82
C -0.68 -5.34 -3.05
C -0.13 -4.75 -4.44
C 0.48 -3.45 -4.44
C 0.57 -2.63 -3.12
N -0.21 -5.45 -5.70
O -1.11 -6.55 -5.66
O 0.49 -5.15 -6.66
H -0.10 -2.21 -1.12
H -0.80 -4.82 -0.83
H -1.29 -6.35 -3.23
H 0.80 -2.98 -5.28
H 1.04 -1.75 -3.10
C -0.89 1.13 -4.82
C -1.29 0.63 -6.18
C -2.12 -0.73 -6.29
C -2.55 -1.38 -4.94
C -2.08 -0.67 -3.62
C -1.36 0.59 -3.61
N -3.28 -2.73 -5.02
O -2.75 -3.49 -5.86
O -4.26 -2.80 -4.41
H -0.31 1.90 -4.61
H -0.74 1.03 -7.08
H -2.42 -1.19 -7.25
H -2.37 -1.09 -2.67
H -1.17 1.22 -2.73
C -3.69 1.83 2.53
O -4.53 2.68 2.29
N -3.53 1.48 3.81
C -2.46 0.52 4.04
C -4.23 2.02 4.89
H -3.13 1.35 1.72
H -1.58 1.05 4.51
H -2.18 0.03 3.07
H -2.76 -0.22 4.73
H -3.86 2.96 5.38
H -4.03 1.44 5.61
H -5.28 2.05 4.75
C 0.82 3.24 2.39
O 0.08 3.58 3.38
N 2.02 3.69 2.31
C 2.79 3.26 1.15
C 2.77 4.50 3.32
H 0.65 2.31 1.71
H 2.32 3.60 0.30
H 2.80 2.27 1.43
H 3.77 3.64 1.06
H 2.10 4.67 4.21
H 3.26 5.28 2.90
H 3.65 3.99 3.65
C 2.70 -0.92 5.81
O 3.12 -0.88 7.00
N 3.17 -0.51 4.59
C 2.24 -0.48 3.51
C 4.44 0.01 4.53
H 1.65 -1.36 5.73
H 1.32 -0.75 3.74
H 2.67 -1.07 2.59
H 2.05 0.53 3.22
H 4.70 0.67 5.28
H 4.67 0.32 3.53
H 5.08 -0.86 4.78
C 1.18 -3.85 4.54
O 1.32 -3.86 5.73
N -0.03 -3.51 4.07
C -0.29 -3.31 2.57
C -1.22 -3.27 4.87
H 1.96 -3.87 3.86
H 0.44 -3.00 2.01
H -1.26 -2.74 2.42
H -0.59 -4.44 2.32
H -0.97 -2.68 5.52
H -1.44 -4.25 5.22
H -2.30 -2.82 4.40
C 3.09 0.15 -2.31
O 3.61 -0.28 -1.18
N 3.28 -0.34 -3.55
C 2.73 0.37 -4.65
C 4.27 -1.33 -3.82
H 2.35 1.00 -2.43
H 3.27 1.42 -4.81
H 1.67 0.51 -4.60
H 2.87 -0.08 -5.56
H 4.14 -2.32 -4.43
H 4.71 -1.92 -2.77
H 5.26 -0.81 -4.30
C -2.90 5.20 -2.52
O -2.38 4.83 -3.57
N -2.78 4.65 -1.25
C -3.57 5.07 -0.15
C -1.79 3.66 -1.04
H -3.64 5.99 -2.71
H -3.72 6.14 -0.40
H -3.34 4.89 0.79
H -4.70 4.78 -0.24
H -1.24 3.37 -1.82
H -2.16 2.69 -0.85
H -1.08 3.90 -0.09
*
```

Values from the calculation:
* frontier orbital gap: 0.228 Eh
* E_LUMO: 0.020 Ha

---

DFT (ωB97M-V/def2-TZVPD) results for C39H44HfN10O2S as an isolated structure at a distorted geometry.

Structure (ORCA input):
```
! wB97M-V def2-TZVPD RIJCOSX def2/J DEFGRID3
* xyz 2 1
Hf -0.42 0.07 0.06
N -1.76 5.81 5.52
C -1.62 5.06 4.42
C -0.35 4.63 3.99
C -0.20 3.87 2.86
C -1.34 3.53 2.13
C -2.62 3.92 2.53
C -2.76 4.68 3.66
S -1.28 2.45 0.78
O 0.13 2.03 0.42
O -1.97 2.88 -0.39
N -1.86 0.97 1.25
C -2.98 0.69 0.46
N -2.68 0.01 -0.66
C -3.66 -0.14 -1.55
C -4.93 0.35 -1.33
C -5.14 1.00 -0.12
N -4.17 1.18 0.77
H -0.97 6.11 6.06
H -2.67 6.12 5.82
H 0.53 4.91 4.56
H 0.78 3.55 2.54
H -3.49 3.62 1.96
H -3.74 5.00 3.98
H -3.42 -0.66 -2.47
H -5.72 0.23 -2.06
H -6.11 1.42 0.15
C -1.60 -3.00 5.27
C -1.62 -2.71 3.80
C -2.74 -2.99 3.02
C -2.73 -2.76 1.65
C -3.93 -3.11 0.82
C -1.58 -2.23 1.08
C -0.45 -1.89 1.85
C -0.48 -2.16 3.21
N 0.58 -1.28 1.10
C 1.85 -0.81 1.70
C 1.60 0.29 2.76
C 2.93 0.89 3.22
C 3.67 1.50 2.02
C 3.96 0.40 1.00
C 4.80 -0.70 1.64
C 4.03 -1.31 2.81
C 3.77 -0.22 3.85
C 2.72 -1.92 2.31
C 2.63 -0.19 0.51
H -2.56 -3.40 5.61
H -1.38 -2.10 5.84
H -0.82 -3.73 5.51
H -3.62 -3.41 3.48
H -4.33 -4.08 1.10
H -3.69 -3.13 -0.25
H -4.73 -2.37 0.97
H -1.49 -2.16 0.00
H 0.37 -1.96 3.85
H 1.10 -0.13 3.63
H 0.95 1.07 2.36
H 2.74 1.67 3.96
H 4.60 1.96 2.35
H 3.06 2.29 1.56
H 4.50 0.82 0.14
H 5.74 -0.27 1.99
H 5.05 -1.47 0.91
H 4.63 -2.11 3.27
H 4.72 0.18 4.21
H 3.24 -0.63 4.72
H 2.20 -2.42 3.12
H 2.93 -2.66 1.54
H 2.80 -0.97 -0.23
H 2.02 0.61 0.06
C -1.14 -2.58 -2.79
C -0.13 -1.48 -2.87
N 0.04 -0.47 -2.02
C 1.07 0.31 -2.54
C 1.51 -0.25 -3.69
N 0.75 -1.37 -3.88
C 0.88 -2.31 -5.01
N 1.52 -1.68 -6.11
N 2.75 -2.12 -6.52
N 3.11 -1.44 -7.53
C 2.12 -0.52 -7.84
C 2.05 0.43 -8.86
C 0.92 1.22 -8.90
C -0.12 1.06 -7.96
C -0.06 0.12 -6.96
C 1.08 -0.67 -6.93
H -1.75 -2.47 -1.90
H -0.65 -3.55 -2.77
H -1.80 -2.56 -3.66
H 1.38 1.23 -2.08
H 2.29 0.05 -4.36
H -0.12 -2.66 -5.29
H 1.49 -3.16 -4.72
H 2.85 0.54 -9.57
H 0.82 1.97 -9.66
H -0.99 1.70 -8.04
H -0.87 0.01 -6.24
*
```

Values from the calculation:
* frontier orbital gap: 0.281 Eh
* E_LUMO: -0.202 Ha

---

DFT (ωB97M-V/def2-TZVPD) results for C32H33GdI2N8O5S as an isolated structure.

Structure (ORCA input):
```
! wB97M-V def2-TZVPD RIJCOSX def2/J DEFGRID3
* xyz 0 8
Gd 0.36 0.51 -0.05
C 2.36 2.65 2.13
C 0.93 2.83 2.58
N 0.16 1.58 2.49
C 0.39 0.65 3.58
C 1.52 -0.31 3.30
C 2.20 -0.93 4.34
C 3.25 -1.78 4.04
C 3.60 -1.97 2.72
C 2.87 -1.32 1.73
C 3.23 -1.51 0.28
N 2.82 -0.41 -0.59
C 3.79 0.68 -0.74
C 3.79 1.61 0.46
N 2.45 2.13 0.77
N 1.83 -0.54 2.02
H 2.89 3.61 2.25
H 2.88 1.94 2.78
H 0.93 3.22 3.61
H 0.43 3.56 1.95
H -0.82 1.79 2.40
H 0.60 1.16 4.53
H -0.53 0.09 3.73
H 1.91 -0.72 5.36
H 3.80 -2.27 4.84
H 4.44 -2.59 2.45
H 4.31 -1.69 0.21
H 2.72 -2.40 -0.08
H 2.65 -0.83 -1.50
H 4.80 0.29 -0.89
H 3.52 1.24 -1.63
H 4.13 1.06 1.35
H 4.52 2.41 0.30
H 2.18 2.83 0.09
I -3.87 -5.76 -2.96
C -2.64 -4.35 -2.07
C -1.62 -4.75 -1.23
C -0.81 -3.79 -0.64
I 0.63 -4.45 0.71
C -1.00 -2.42 -0.85
O -0.24 -1.56 -0.21
C -2.05 -2.02 -1.71
C -2.35 -0.59 -2.12
N -2.07 0.47 -1.15
C -3.12 0.63 -0.14
C -3.08 -0.51 0.84
C -4.08 -1.47 0.89
C -3.92 -2.58 1.71
C -2.74 -2.70 2.43
C -1.81 -1.68 2.34
N -1.97 -0.59 1.59
C -2.85 -3.00 -2.30
H -1.45 -5.80 -1.02
H -3.41 -0.56 -2.41
H -1.77 -0.38 -3.02
H -1.97 1.36 -1.62
H -4.12 0.67 -0.61
H -2.94 1.57 0.37
H -4.96 -1.36 0.27
H -4.67 -3.35 1.75
H -2.54 -3.56 3.04
H -0.86 -1.77 2.86
H -3.65 -2.68 -2.95
O -1.22 4.87 -0.62
C -0.97 3.75 -0.30
N -0.72 2.64 0.04
O 2.08 -2.00 -3.14
S 1.06 -1.12 -3.68
O -0.11 -1.71 -4.27
N 0.68 0.00 -2.55
C 1.20 1.20 -2.87
O 1.22 2.13 -2.05
C 1.81 1.26 -4.24
C 2.34 2.35 -4.90
C 2.86 2.14 -6.17
C 2.84 0.87 -6.75
C 2.31 -0.23 -6.07
C 1.80 0.01 -4.81
H 2.34 3.33 -4.44
H 3.28 2.96 -6.73
H 3.25 0.73 -7.74
H 2.30 -1.21 -6.52
*
```

Values from the calculation:
* ⟨S²⟩: 16.02
* frontier orbital gap (alpha / beta): 0.286 / 0.153 Eh
* E_LUMO (alpha / beta): 0.009 / -0.120 Ha

---

DFT (ωB97M-V/def2-TZVPD) results for a 10-piece molecular cluster, C29H72F30N4O4P6 overall at a distorted geometry.

Structure (ORCA input):
```
! wB97M-V def2-TZVPD RIJCOSX def2/J DEFGRID3
* xyz 0 1
C -2.18 0.79 -6.49
C -1.16 0.25 -7.53
C -0.64 -1.09 -7.01
C -1.76 -2.22 -6.90
P -1.39 -3.96 -6.61
C -2.84 -4.93 -6.26
C -3.81 -4.46 -5.14
C -5.19 -5.11 -5.25
C -5.22 -6.62 -5.19
C -0.17 -4.04 -5.27
C -0.79 -3.65 -3.92
C -0.79 -4.83 -2.93
C 0.57 -5.11 -2.24
C -0.55 -4.65 -8.14
C -1.49 -4.54 -9.44
C -0.79 -4.59 -10.88
C -1.80 -4.75 -12.08
H -1.88 0.63 -5.45
H -3.17 0.36 -6.64
H -2.39 1.83 -6.73
H -0.19 0.74 -7.42
H -1.55 -0.01 -8.51
H -0.04 -0.92 -6.12
H 0.12 -1.49 -7.69
H -2.41 -2.22 -7.78
H -2.29 -2.01 -5.98
H -2.49 -5.94 -6.07
H -3.40 -4.84 -7.19
H -3.99 -3.39 -5.26
H -3.40 -4.66 -4.15
H -5.69 -4.81 -6.17
H -5.60 -4.72 -4.32
H -5.01 -7.16 -6.11
H -6.16 -7.05 -4.84
H -4.49 -6.89 -4.42
H 0.62 -3.32 -5.51
H 0.31 -5.02 -5.29
H -1.83 -3.33 -4.05
H -0.31 -2.73 -3.58
H -1.19 -5.78 -3.26
H -1.46 -4.44 -2.15
H 1.24 -5.50 -3.00
H 0.50 -5.97 -1.58
H 1.03 -4.30 -1.66
H -0.30 -5.70 -7.99
H 0.33 -4.02 -8.26
H -2.07 -3.62 -9.34
H -2.29 -5.27 -9.43
H -0.18 -5.49 -10.98
H -0.13 -3.75 -11.07
H -1.23 -4.97 -12.98
H -2.40 -3.85 -12.23
H -2.51 -5.55 -11.90
C -0.21 -0.19 1.89
C -0.77 0.30 3.22
C 0.34 1.06 4.14
O -0.30 1.77 5.15
C 0.49 2.74 5.77
N -1.93 1.24 2.97
H -1.64 2.14 2.61
H -2.53 0.97 2.21
H -2.30 1.53 3.87
H -0.99 -0.73 1.35
H 0.58 -0.94 1.85
H 0.04 0.73 1.35
H -1.20 -0.47 3.86
H 0.85 1.80 3.53
H 1.12 0.38 4.50
H 0.40 3.57 5.06
H 1.55 2.52 5.87
H -0.05 2.96 6.70
C 2.66 3.15 -1.85
C 3.43 1.91 -2.47
O 2.93 0.89 -2.96
N 4.89 1.77 -2.26
H 5.12 2.00 -1.30
H 5.22 0.83 -2.41
C 5.57 2.75 -3.24
H 3.01 3.10 -0.82
H 1.58 3.03 -1.80
H 2.84 4.10 -2.36
H 5.14 3.75 -3.20
H 5.81 2.47 -4.27
H 6.55 3.09 -2.88
C -3.38 2.42 10.63
C -2.01 2.03 10.90
O -1.13 2.79 11.30
N -1.73 0.55 10.74
H -1.16 0.18 11.49
H -2.57 -0.01 10.69
C -0.75 0.28 9.57
H -4.05 1.68 11.06
H -3.44 2.41 9.54
H -3.47 3.47 10.91
H -1.27 0.43 8.63
H -0.43 -0.76 9.51
H 0.14 0.90 9.69
C 6.73 4.08 4.54
C 7.94 3.07 4.77
O 8.21 2.57 5.82
N 8.95 2.91 3.60
H 9.46 2.10 3.93
H 8.74 2.78 2.62
C 9.92 4.15 3.66
H 6.25 4.06 3.56
H 7.02 5.08 4.89
H 6.02 3.67 5.26
H 9.26 5.02 3.61
H 10.55 4.19 2.77
H 10.48 4.16 4.60
P 3.85 5.72 9.28
F 5.33 5.10 9.05
F 3.46 5.72 7.73
F 3.08 4.28 9.44
F 2.44 6.30 9.69
F 4.33 5.88 10.85
F 4.37 7.30 9.08
P -5.73 -0.34 -1.11
F -6.81 0.56 -1.99
F -4.89 -0.63 -2.52
F -4.94 1.05 -0.90
F -4.68 -1.11 -0.09
F -6.76 0.03 0.13
F -6.42 -1.75 -1.37
P 5.13 -0.93 2.15
F 3.91 -1.59 3.03
F 4.13 0.43 1.93
F 5.66 -0.27 3.51
F 6.27 -0.17 1.33
F 6.14 -2.14 2.32
F 4.65 -1.48 0.69
P -2.32 5.87 1.07
F -2.24 6.43 -0.44
F -2.48 7.46 1.51
F -3.99 5.55 0.95
F -2.37 5.28 2.61
F -2.16 4.35 0.33
F -0.70 6.01 1.20
P -6.09 1.06 6.39
F -5.02 0.45 7.38
F -5.07 2.09 5.83
F -5.53 -0.04 5.32
F -7.11 1.63 5.27
F -7.21 0.09 6.96
F -6.75 2.12 7.47
*
```

Values from the calculation:
* frontier orbital gap: 0.251 Eh
* E_LUMO: -0.094 Ha

---

DFT (ωB97M-V/def2-TZVPD) results for a 2-piece molecular cluster, C5H13IN overall at a distorted geometry.

Structure (ORCA input):
```
! wB97M-V def2-TZVPD RIJCOSX def2/J DEFGRID3
* xyz 1 1
C -1.33 2.55 1.18
C -0.83 1.88 -1.35
C 0.30 -2.56 -0.52
C -1.30 1.69 0.01
C 1.18 -1.35 -0.04
N 2.40 -1.96 0.50
I 1.72 -0.26 -1.90
H -1.41 2.06 2.10
H -0.34 3.20 1.29
H -2.11 3.21 1.08
H -0.21 0.96 -1.38
H -1.65 1.72 -1.94
H -0.44 2.78 -1.51
H -0.52 -2.20 -1.29
H -0.21 -3.15 0.23
H 0.81 -3.39 -0.96
H -1.69 0.68 0.14
H 2.25 -2.44 1.45
H 2.99 -1.25 0.82
H 2.84 -2.73 -0.18
*
```

Values from the calculation:
* frontier orbital gap (alpha / beta): 0.191 / 0.191 Eh
* E_LUMO (alpha / beta): -0.205 / -0.205 Ha